38
Properties=species:S:1:pos:R:3:forces:R:3 method="wB97M-V/def2-TZVPD" charge=0 e_above_lowest_kcal_mol=318.7 lumo_energy_ev=-1.2 mol_weight_g_mol=290.39 total_energy_ev=-33745.013 gap_ev=7.41
C 5.2867 0.1767 -0.4028 2.749 9.655 -1.177
C 4.1936 1.0508 -0.2271 -3.978 6.196 0.895
O 4.3091 2.3561 -0.2073 -0.688 -5.910 -0.048
C 2.7963 0.3419 -0.0440 -0.847 -2.175 -1.527
C 2.5975 -1.1509 -0.4917 -8.902 11.074 6.747
C 1.2943 -1.6866 -0.0913 2.179 5.955 1.212
C 0.2090 -0.9541 0.5623 8.728 6.542 -3.859
N 0.4395 0.4688 0.5733 -1.807 -2.514 1.505
C 1.5692 1.0836 0.4118 4.785 -3.442 -1.038
C 1.6840 2.4485 0.8827 -4.237 1.911 -6.286
H 1.7198 3.3128 0.0246 -0.057 -2.382 1.372
H 2.3826 2.7995 1.4462 4.660 1.059 3.737
H 0.7346 2.5750 1.2714 -1.837 0.931 1.450
S -1.2315 -1.4905 0.7127 -5.475 -5.437 0.039
C -2.2318 -0.2064 1.2334 0.688 0.765 5.178
C -3.4695 0.1182 0.5863 3.389 1.590 -5.631
O -4.4484 -0.4673 0.7680 -4.418 -1.751 1.355
C -3.1985 0.9990 -0.6678 -1.252 1.594 -1.975
C -2.4702 0.2955 -1.9397 -4.951 -8.640 8.367
H -1.5872 -0.0735 -1.5323 1.993 -0.215 -0.611
H -3.2280 -0.7049 -2.1245 2.299 2.322 0.167
H -2.6758 0.8579 -2.6439 -0.566 5.531 -6.996
C -4.5230 1.7213 -1.1416 -0.081 -0.573 -1.918
H -5.0133 2.2768 -0.2420 0.820 -0.608 -2.066
H -4.4023 2.3782 -2.3379 -0.229 -1.759 4.242
H -5.1236 0.8165 -1.4154 -0.332 1.151 0.202
C -2.2018 2.0263 -0.4351 -3.243 7.891 1.606
H -2.5218 2.9290 0.4039 0.374 -2.653 -1.322
H -1.2790 1.8257 -0.1408 3.991 -1.432 0.922
H -2.1508 2.8525 -1.2101 0.053 -1.604 -0.061
H -2.5992 -0.4318 2.2671 0.645 -0.287 -0.433
H -1.5479 0.6013 1.3682 0.169 0.897 -0.054
C 1.1999 -2.9180 -0.4555 -3.088 -18.644 -4.336
N 1.0216 -4.1899 -0.7786 1.691 11.563 2.847
H 3.3474 -1.6186 -0.7544 6.854 -5.135 -3.025
H 5.3550 -0.4070 0.2970 1.234 -6.325 7.566
H 6.1602 0.7963 -0.6382 0.151 -0.248 0.763
H 5.1505 -0.2598 -1.2060 -1.462 -4.894 -7.809